[1]
C22H31Cl2N2O4 as an isolated structure in a non-equilibrium geometry, computed with wB97M-V/def2-TZVPD.

Summary:
**E_LUMO**: 2.55 eV
**HOMO**: -0.206 Ha
**Energy relative to the best compared isomer or geometry (same formula, charge and spin)**: 20.7465 eV
**Strongest force on any atom**: 19.89 eV Å⁻¹

The geometry in ORCA input format:
```
! RIJCOSX wB97M-V def2-TZVPD def2/J DEFGRID3
* xyz -1 1
C -4.521 -4.326 1.128
C -4.180 -3.631 -0.290
C -3.601 -2.131 -0.112
C -3.435 -1.547 -1.437
H -2.715 -2.254 -2.126
C -3.080 -0.157 -1.154
N -1.929 -0.090 -0.207
C -2.042 0.455 0.787
O -3.207 0.635 1.246
C -0.827 0.621 1.888
N 0.435 0.767 1.461
C 1.151 -0.385 1.651
O 0.860 -1.686 2.180
C 2.719 -0.300 1.368
C 3.394 -1.603 1.163
C 4.663 -1.643 1.039
C 5.413 -0.589 0.631
C 4.645 0.718 0.711
C 3.455 0.905 0.938
H 2.805 1.793 1.137
H 5.145 1.683 0.282
Cl 6.920 -0.344 0.255
Cl 5.580 -3.000 0.916
H 2.829 -2.447 1.739
H 0.876 1.674 0.859
H -0.932 -0.082 2.660
C -1.070 1.871 2.530
C -1.012 3.380 1.501
H -1.624 2.881 0.715
H -1.575 4.020 2.019
C 0.372 3.890 1.107
O 0.494 4.965 1.122
O 1.249 2.983 0.771
H -0.341 2.079 3.280
H -2.093 1.973 3.020
C -0.551 -0.088 -0.996
H 0.097 -0.791 -0.507
C 0.110 0.949 -1.367
C 1.473 0.607 -2.156
C 2.195 1.937 -2.403
C 3.798 1.377 -2.802
H 3.545 0.924 -3.630
H 4.138 0.842 -2.163
H 4.242 2.213 -3.143
H 2.258 2.490 -1.674
H 1.960 2.322 -3.287
H 2.107 -0.125 -1.372
H 1.527 -0.212 -3.025
H -0.474 1.444 -2.538
H 0.104 1.762 -0.820
H -0.799 -0.953 -1.881
H -3.793 0.536 -0.758
H -2.625 0.455 -2.274
H -4.337 -1.577 -1.912
H -2.711 -2.361 0.594
H -4.408 -1.524 0.717
H -3.665 -4.275 -0.960
H -5.357 -3.546 -0.782
H -3.610 -4.321 1.614
H -4.836 -5.335 1.179
H -5.206 -3.828 1.566
*
```



[2]
C22H31Cl4N7O4SSiW as an isolated structure in a non-equilibrium geometry, computed with wB97M-V/def2-TZVPD.

Summary:
**E_LUMO (spin up / spin down)**: -7.45 / -7.45 eV
**HOMO (spin up / spin down)**: -0.493 / -0.493 Ha
**Energy relative to the best compared isomer or geometry (same formula, charge and spin)**: 2.0616 eV
**Strongest force on any atom**: 1.33 eV Å⁻¹

The geometry in ORCA input format:
```
! RIJCOSX wB97M-V def2-TZVPD def2/J DEFGRID3
* xyz 2 1
W 0.490 0.007 0.022
C -2.745 -1.512 1.146
C -1.901 -0.346 0.720
N -1.253 -0.539 -0.610
N -1.748 -1.489 -1.426
C -0.860 -2.325 -1.845
N -1.175 -3.361 -2.641
S 0.856 -2.170 -1.388
C -1.663 2.182 0.518
C -2.170 3.475 0.564
C -1.364 4.556 0.285
C -0.032 4.335 -0.055
C 0.417 3.044 -0.114
N -0.382 1.995 0.170
H -2.845 -1.502 2.229
H -2.282 -2.451 0.847
H -3.722 -1.447 0.672
H -2.104 -3.392 -3.035
H -0.455 -3.868 -3.124
H -3.213 3.614 0.811
H -1.763 5.561 0.324
H 0.640 5.148 -0.288
H 1.432 2.818 -0.407
Cl 6.267 -0.069 -3.542
C 4.655 0.197 -3.052
C 3.726 0.758 -3.946
Cl 4.207 1.176 -5.529
C 2.406 0.982 -3.549
Cl 1.232 1.674 -4.580
C 2.046 0.626 -2.262
O 0.810 0.799 -1.723
C 2.951 0.057 -1.395
O 2.430 -0.212 -0.166
C 4.265 -0.152 -1.759
Cl 5.349 -0.830 -0.607
C -5.061 1.389 0.256
N -3.712 1.025 -0.160
C -3.418 1.420 -1.534
C -2.628 1.019 0.806
C -3.116 1.190 2.252
O -0.680 -0.262 1.494
H -5.702 1.326 -0.621
H -5.147 2.410 0.649
H -5.468 0.700 0.995
H -3.708 2.459 -1.736
H -3.953 0.776 -2.233
H -2.356 1.325 -1.757
H -3.887 0.465 2.498
H -3.530 2.181 2.413
H -2.283 1.054 2.941
C 1.568 -2.455 2.041
Si 1.292 -3.443 0.506
C 2.930 -4.111 0.012
C -0.100 -4.620 0.687
H 1.881 -3.271 2.708
H 0.719 -1.964 2.508
H 2.409 -1.765 1.969
H 3.299 -4.767 0.806
H 3.645 -3.294 -0.108
H 2.900 -4.683 -0.916
H 0.298 -5.533 1.142
H -0.558 -4.900 -0.263
H -0.870 -4.228 1.352
N 2.327 2.397 3.231
C 2.467 1.469 2.276
N 3.696 1.096 1.915
O 1.409 0.989 1.771
H 3.109 2.780 3.732
H 1.398 2.616 3.546
H 4.516 1.485 2.348
H 3.809 0.387 1.211
*
```



[3]
A single C22H31N5O2S molecule in a non-equilibrium geometry, computed with wB97M-V/def2-TZVPD.

Summary:
**Structure (SMILES)**: Cc1ccc(CN2CCN(C(=O)CCC(=O)Nc3nnc(C(C)C)s3)CC2)c(C)c1
**E_LUMO**: 0.47 eV
**HOMO**: -0.315 Ha
**Energy relative to the best compared isomer or geometry (same formula, charge and spin)**: 0.3804 eV
**Strongest force on any atom**: 1.75 eV Å⁻¹

The geometry in ORCA input format:
```
! RIJCOSX wB97M-V def2-TZVPD def2/J DEFGRID3
* xyz 0 1
C -8.844 -0.090 -1.462
C -7.500 0.093 -0.826
C -6.944 -0.899 -0.029
C -5.713 -0.708 0.566
C -5.000 0.469 0.382
C -3.661 0.635 1.062
N -3.005 -0.649 1.241
C -1.965 -0.678 2.247
C -0.648 -0.047 1.772
N -0.217 -0.710 0.554
C 0.904 -1.451 0.560
O 1.622 -1.509 1.552
C 1.246 -2.203 -0.721
C 2.523 -3.042 -0.580
C 3.781 -2.210 -0.737
O 4.492 -2.249 -1.719
N 4.049 -1.409 0.332
C 5.134 -0.586 0.376
N 5.392 0.213 1.356
N 6.512 0.907 1.180
C 7.127 0.659 0.083
C 8.385 1.320 -0.361
C 8.068 2.297 -1.499
C 9.057 2.037 0.806
S 6.313 -0.545 -0.918
C -1.210 -0.626 -0.493
C -2.533 -1.242 0.009
C -5.552 1.483 -0.404
C -4.844 2.790 -0.616
C -6.791 1.273 -0.995
H -9.623 0.297 -0.804
H -9.048 -1.143 -1.642
H -8.905 0.449 -2.405
H -7.479 -1.824 0.127
H -5.282 -1.479 1.185
H -3.043 1.350 0.499
H -3.829 1.061 2.057
H -2.319 -0.170 3.146
H -1.777 -1.728 2.497
H 0.134 -0.170 2.522
H -0.785 1.019 1.566
H 1.359 -1.492 -1.543
H 0.417 -2.874 -0.959
H 2.540 -3.805 -1.359
H 2.531 -3.523 0.399
H 3.375 -1.374 1.104
H 9.056 0.544 -0.749
H 7.392 3.072 -1.145
H 7.598 1.776 -2.330
H 8.983 2.766 -1.853
H 9.978 2.510 0.474
H 8.391 2.794 1.209
H 9.288 1.333 1.601
H -0.883 -1.134 -1.396
H -1.364 0.433 -0.733
H -3.305 -1.133 -0.754
H -2.373 -2.310 0.193
H -5.468 3.469 -1.191
H -3.912 2.644 -1.163
H -4.609 3.261 0.336
H -7.217 2.057 -1.606
*
```



[4]
C22H32BCaClCsF4NO7P as an isolated structure in a non-equilibrium geometry, computed with wB97M-V/def2-TZVPD.

Summary:
**E_LUMO**: -6.27 eV
**HOMO**: -0.299 Ha
**Strongest force on any atom**: 17.36 eV Å⁻¹

The geometry in ORCA input format:
```
! RIJCOSX wB97M-V def2-TZVPD def2/J DEFGRID3
* xyz 1 1
O 4.653 1.811 2.474
P 3.806 2.290 1.295
O 2.799 3.429 1.738
O 4.791 2.907 0.252
C 2.922 0.918 0.586
O 4.049 0.123 0.294
B 3.630 -1.290 0.303
C 4.500 -2.378 1.238
F 4.728 -3.563 0.406
F 3.727 -2.812 2.232
C 5.777 -1.848 1.918
F 6.557 -1.109 1.144
F 6.498 -2.916 2.389
O 2.306 -1.216 0.958
C 2.125 0.013 1.575
C 0.647 0.197 1.631
C -0.114 0.409 0.480
C -1.499 0.544 0.627
C -2.110 0.454 1.850
C -1.347 0.240 2.986
C 0.022 0.118 2.857
H 3.216 3.995 2.404
H 5.651 2.477 0.330
H 2.453 1.173 -0.361
H 3.406 -1.730 -0.813
H 5.459 -1.317 2.805
H 2.627 0.143 2.542
H 0.351 0.509 -0.476
H -2.070 0.683 -0.271
H -3.185 0.535 1.940
H -1.812 0.146 3.947
H 0.593 -0.063 3.753
C 8.071 -2.352 -2.744
C 8.050 -2.129 -4.113
C 7.046 -1.353 -4.675
C 6.067 -0.792 -3.868
C 6.086 -1.009 -2.498
C 7.087 -1.792 -1.937
H 8.854 -2.960 -2.306
H 8.817 -2.561 -4.742
H 7.028 -1.186 -5.743
H 5.288 -0.184 -4.308
H 5.322 -0.569 -1.868
H 7.101 -1.965 -0.868
Cs 5.753 -4.422 -0.874
C -8.541 -1.252 -1.496
O -7.706 -0.322 -2.154
C -8.200 1.008 -2.203
C -7.543 1.922 -1.187
N -7.955 1.633 0.180
C -7.108 2.185 1.238
C -5.595 1.985 1.206
O -5.133 0.679 1.508
C -5.342 -0.293 0.495
H -8.219 -2.249 -1.791
H -8.462 -1.187 -0.405
H -9.588 -1.126 -1.788
H -9.290 1.027 -2.115
H -7.943 1.387 -3.195
H -7.818 2.955 -1.426
H -6.459 1.827 -1.329
H -8.017 0.634 0.310
H -7.471 1.767 2.179
H -7.294 3.264 1.280
H -5.183 2.615 1.998
H -5.142 2.341 0.272
H -5.141 0.104 -0.502
H -6.353 -0.698 0.550
H -4.653 -1.117 0.684
Ca 4.807 2.806 4.347
Cl -0.375 -1.492 -1.146
*
```



[5]
C22H32BN8O4S2Sn as an isolated structure in a non-equilibrium geometry, computed with wB97M-V/def2-TZVPD.

Summary:
**E_LUMO (spin up / spin down)**: -7.04 / -7.03 eV
**HOMO (spin up / spin down)**: -0.427 / -0.427 Ha
**Energy relative to the best compared isomer or geometry (same formula, charge and spin)**: 1.9260 eV
**Strongest force on any atom**: 4.01 eV Å⁻¹

The geometry in ORCA input format:
```
! RIJCOSX wB97M-V def2-TZVPD def2/J DEFGRID3
* xyz 1 1
Sn -0.365 -0.170 -0.100
C 4.077 -1.408 -2.848
C 3.527 0.001 -2.689
C 2.185 0.176 -3.291
C 3.451 0.240 -1.202
C 4.387 -0.201 -0.122
C 3.821 0.334 1.014
N 2.615 0.885 0.713
N 2.459 0.889 -0.642
B 1.839 1.733 1.728
N 0.876 2.678 0.951
C 0.815 4.026 0.989
C -0.146 4.466 0.083
C -0.724 3.216 -0.447
N -0.073 2.201 0.100
C -1.684 3.147 -1.568
C -2.879 4.152 -1.483
C -0.887 3.381 -2.884
N 0.896 0.889 2.717
C 0.913 0.925 4.072
C -0.220 0.264 4.576
C -0.926 -0.153 3.401
N -0.281 0.322 2.314
C -2.173 -0.993 3.363
C -3.022 -0.725 2.127
C -2.859 -0.686 4.744
H 4.467 -1.598 -3.850
H 3.311 -2.157 -2.557
H 4.986 -1.542 -2.210
H 4.255 0.713 -3.048
H 1.376 -0.372 -2.796
H 2.100 -0.148 -4.358
H 1.856 1.273 -3.268
H 5.313 -0.735 -0.232
H 4.117 0.248 2.051
H 2.617 2.346 2.382
H 1.565 4.577 1.550
H -0.416 5.408 -0.274
H -2.062 2.088 -1.643
H -2.494 5.186 -1.308
H -3.494 3.867 -0.627
H -3.448 4.187 -2.398
H -0.528 4.427 -2.904
H -1.506 3.216 -3.793
H -0.032 2.713 -2.957
H 1.704 1.439 4.607
H -0.533 0.062 5.592
H -1.964 -2.054 3.443
H -2.936 0.312 1.780
H -4.101 -0.881 2.278
H -2.776 -1.338 1.235
H -2.912 0.424 4.942
H -2.319 -1.209 5.558
H -3.902 -0.984 4.686
O -2.518 -2.328 -2.845
S -1.858 -1.084 -2.446
O -1.866 0.021 -3.411
O -0.288 -1.327 -2.067
O -2.389 -0.579 -1.105
S 1.197 -2.732 0.617
C 0.053 -3.940 0.197
N -0.505 -3.928 -1.090
C -1.206 -4.982 -1.685
C -1.570 -5.988 -0.882
C -1.155 -5.877 0.501
N -0.410 -4.914 1.004
H -0.303 -3.039 -1.620
H -1.460 -4.900 -2.723
H -2.136 -6.876 -1.217
H -1.447 -6.590 1.276
*
```



[6]
A 2-piece molecular cluster, C22H32Cl3N2OS2Si overall in a non-equilibrium geometry, computed with wB97M-V/def2-TZVPD.

Summary:
**E_LUMO**: -2.81 eV
**HOMO**: -0.382 Ha
**Strongest force on any atom**: 1.77 eV Å⁻¹

The geometry in ORCA input format:
```
! RIJCOSX wB97M-V def2-TZVPD def2/J DEFGRID3
* xyz 1 1
C -1.375 -5.432 1.198
Si -2.769 -4.384 0.479
C -3.408 -5.153 -1.122
C -4.167 -4.467 1.743
O -2.404 -2.730 0.308
C -1.277 -2.345 -0.458
C -1.715 -1.923 -1.890
N -0.490 -1.747 -2.755
C 0.319 -0.512 -2.355
C 1.728 -0.871 -1.815
C 1.982 -0.151 -0.458
S 1.747 1.628 -0.730
C 1.904 2.333 0.921
S 1.883 1.296 2.195
N 2.073 3.703 1.027
C 1.314 4.442 0.040
C -0.036 4.207 -0.172
C -0.775 4.908 -1.091
C -0.170 5.892 -1.857
C 1.177 6.107 -1.680
C 1.909 5.396 -0.751
C 1.939 4.223 2.374
C 0.775 4.748 2.889
C 0.707 5.207 4.182
C 1.798 5.159 5.025
C 2.966 4.629 4.510
C 3.027 4.182 3.219
H -1.591 -6.485 0.980
H -0.370 -5.140 0.906
H -1.425 -5.305 2.291
H -2.587 -5.437 -1.797
H -4.007 -6.039 -0.872
H -4.076 -4.469 -1.667
H -3.759 -4.131 2.706
H -4.548 -5.493 1.780
H -4.957 -3.749 1.482
H -0.473 -3.106 -0.601
H -0.863 -1.445 0.024
H -2.299 -0.996 -1.875
H -2.342 -2.695 -2.356
H -0.840 -1.605 -3.704
H 0.087 -2.596 -2.741
H 0.431 0.096 -3.258
H -0.293 0.023 -1.624
H 1.841 -1.945 -1.642
H 2.475 -0.474 -2.514
H 2.992 -0.379 -0.100
H 1.269 -0.558 0.268
H -0.539 3.451 0.436
H -1.837 4.676 -1.172
H -0.793 6.437 -2.563
H 1.666 6.862 -2.294
H 2.972 5.627 -0.680
H -0.136 4.804 2.296
H -0.213 5.627 4.587
H 1.690 5.510 6.047
H 3.838 4.553 5.159
H 3.977 3.767 2.880
C 1.314 -5.601 -2.660
Cl 1.198 -4.949 -4.296
Cl 1.098 -4.292 -1.471
Cl 0.132 -6.872 -2.406
H 2.304 -6.020 -2.525
*
```



[7]
A 2-piece molecular cluster, C22H32ClN2O7S overall in a non-equilibrium geometry, computed with wB97M-V/def2-TZVPD.

Summary:
**E_LUMO**: -4.81 eV
**HOMO**: -0.399 Ha
**Strongest force on any atom**: 2.68 eV Å⁻¹

The geometry in ORCA input format:
```
! RIJCOSX wB97M-V def2-TZVPD def2/J DEFGRID3
* xyz 1 1
C 1.105 4.455 6.222
C 2.299 4.598 6.182
C 3.789 4.457 5.887
O 4.254 3.176 6.339
C 4.652 2.348 5.318
O 5.746 1.883 5.296
C 3.628 2.045 4.213
C 2.247 1.892 4.500
C 1.367 1.656 3.451
Cl -0.327 1.532 3.877
N 1.796 1.558 2.160
C 0.763 1.347 1.127
S 0.120 -0.380 1.146
C -1.524 -0.342 0.306
C -2.423 0.852 0.769
C 3.116 1.686 1.841
N 3.460 1.599 0.480
C 3.366 0.213 -0.040
C 2.829 0.013 -1.481
O 3.713 -0.750 0.573
C 4.833 2.097 0.190
C 6.115 1.250 0.304
O 4.931 3.243 -0.128
C 4.049 1.929 2.866
H 0.049 4.237 6.102
H 3.930 4.623 4.798
H 4.325 5.270 6.409
H 1.929 1.975 5.546
H -0.067 2.067 1.284
H 1.146 1.554 0.111
H -1.356 -0.233 -0.786
H -2.031 -1.318 0.427
H -3.475 0.667 0.468
H -2.081 1.751 0.216
H -2.345 1.057 1.851
H 3.234 -0.934 -1.884
H 3.202 0.814 -2.154
H 1.724 -0.054 -1.489
H 6.460 1.160 1.355
H 6.929 1.746 -0.256
H 6.028 0.220 -0.088
H 5.124 2.052 2.691
C -3.256 -2.476 -6.505
O -3.397 -3.245 -5.327
C -2.307 -3.102 -4.433
C -2.782 -3.047 -2.991
O -3.433 -1.832 -2.628
C -4.736 -1.607 -3.166
C -5.807 -2.545 -2.641
O -5.679 -3.834 -3.218
C -6.079 -4.876 -2.353
H -2.482 -2.902 -7.152
H -4.207 -2.496 -7.035
H -3.017 -1.434 -6.270
H -1.725 -2.201 -4.657
H -1.659 -3.978 -4.560
H -1.893 -3.096 -2.354
H -3.391 -3.913 -2.732
H -4.710 -1.599 -4.256
H -5.002 -0.593 -2.857
H -6.797 -2.155 -2.909
H -5.732 -2.599 -1.548
H -5.605 -4.778 -1.371
H -5.764 -5.820 -2.795
H -7.169 -4.884 -2.241
*
```